(1)
ORCA calculation (wB97M-V/def2-TZVPD) on a molecular structure, C4H10NO3 in a non-equilibrium geometry.

The geometry in XYZ format:
```
18
Properties=species:S:1:pos:R:3:forces:R:3:nbo_charge:R:1
O -2.668773 -0.881473 0.881779 0.4 0.1 0.3 -1.229
O 3.419316 1.025088 -0.960309 0.9 -0.3 0.3 -0.630
O 2.712576 -1.099272 0.031036 -0.8 3.1 -0.2 -0.805
N 1.245935 0.420828 -1.312187 0.6 0.1 1.9 -0.671
C 2.475540 0.296955 -0.815723 -0.7 0.1 -3.6 0.745
C 0.176942 0.089542 1.018071 1.1 -2.2 -1.7 -0.296
C -1.159298 0.445043 -1.016936 1.5 0.3 0.2 -0.630
C 0.203332 -0.167815 -0.509900 -0.6 0.9 -1.0 -0.088
H -1.597514 1.039976 1.230216 -0.1 -0.4 0.0 0.390
H -1.860326 0.056207 -0.251509 -0.8 0.1 -1.0 0.292
H 0.150453 -1.255227 -0.635631 -0.1 -0.1 0.2 0.217
H 0.043973 -0.922675 1.401875 -0.4 0.5 0.9 0.271
H 2.333249 -0.265249 0.457474 0.5 -2.5 2.7 0.415
H -0.953086 0.493223 1.157785 -0.5 0.2 0.7 -0.030
H 0.888663 0.703133 1.556910 -0.2 0.4 -0.1 0.218
H -3.173085 -1.699909 0.835539 -0.2 0.1 0.2 0.429
H -1.355951 0.214251 -2.059955 -0.2 -0.4 0.1 0.208
H -0.881953 1.507375 -1.008534 -0.5 0.1 0.2 0.194
```
Forces are in eV/Å.

Results
E_HOMO: -4.47 eV
net charge: -1
maximum force: 3.73 eV/Å
energy: -438.6230 a.u.

***

(2)
ORCA calculation (wB97M-V/def2-TZVPD) on 2 unconnected molecules or ions with the total composition CH2BrCl2P in a non-equilibrium geometry.

The geometry in XYZ format:
```
7
Properties=species:S:1:pos:R:3:forces:R:3:nbo_charge:R:1
Br -1.792253 0.855429 0.098071 0.1 0.3 -0.1 0.077
Cl 2.528731 1.181624 0.052895 0.1 0.4 0.4 -0.258
Cl 0.663010 0.590501 -2.333901 -0.5 0.3 -0.7 -0.246
P 2.009840 -0.304638 -1.184568 0.2 -0.8 0.3 0.534
C -1.026354 -0.619016 0.985090 -0.5 1.9 -2.3 -0.528
H -1.399844 -1.436707 0.415175 0.3 -1.2 0.7 0.213
H -0.983130 -0.267193 1.967239 0.3 -0.9 1.6 0.207
```
Forces are in eV/Å.

Results
E_HOMO (alpha / beta): -7.08 / -6.26 eV
net charge: 0
maximum force: 3.01 eV/Å
energy: -3874.9064 a.u.

***

(3)
ORCA calculation (wB97M-V/def2-TZVPD) on a single C6H9N molecule.

The geometry in XYZ format:
```
16
Properties=species:S:1:pos:R:3:forces:R:3:nbo_charge:R:1
N 0.551871 0.391568 -1.220728 0.2 0.2 0.2 -0.632
C -1.292980 -1.816580 -1.321607 0.0 0.0 0.1 -0.313
C -0.703620 -1.018384 1.064183 0.1 0.1 0.0 -0.138
C 1.462933 2.073838 0.309974 0.0 0.0 0.0 -0.676
C 0.150000 0.026530 1.103481 -0.1 -0.1 0.0 -0.266
C -1.456013 -1.705477 0.002839 -0.1 0.0 -0.1 -0.268
C 0.707092 0.800425 -0.019673 0.0 0.0 -0.2 0.267
H -0.972336 -1.403561 2.049417 0.0 0.1 -0.1 0.201
H 0.964919 1.054599 -1.876807 0.1 0.0 0.0 0.330
H -2.056412 -2.347684 -1.886462 0.2 -0.1 0.1 0.187
H 2.042648 1.988772 1.234502 -0.1 0.0 -0.1 0.222
H 2.153772 2.307841 -0.506399 -0.1 0.0 0.1 0.217
H -0.452081 -1.407714 -1.862420 -0.2 0.0 0.2 0.236
H -2.318920 -2.232944 0.407756 0.0 0.1 0.0 0.198
H 0.776037 2.920625 0.424258 0.0 -0.2 0.0 0.231
H 0.443090 0.368146 2.097685 0.0 -0.1 -0.2 0.204
```
Forces are in eV/Å.

Results
E_HOMO: -8.77 eV
net charge: 0
maximum force: 0.34 eV/Å
structure (SMILES): [H]/N=C(C)/C=C\C=C
energy: -288.7145 a.u.

***

(4)
ORCA calculation (wB97M-V/def2-TZVPD) on a single C17H25NO4 molecule.

The geometry in XYZ format:
```
47
Properties=species:S:1:pos:R:3:forces:R:3:nbo_charge:R:1
O -0.157149 -3.027795 -1.910588 -0.1 0.2 -0.2 -0.490
O -1.151430 4.761422 1.087515 -0.6 0.1 -0.3 -0.687
O -0.479783 3.199066 -0.937753 -0.1 0.0 -0.3 -0.670
O -0.064917 4.845330 3.017696 -0.1 0.1 0.1 -0.587
N 0.944039 2.709121 0.725337 0.0 0.0 0.1 -0.585
C 3.141814 5.615024 1.620842 -0.1 -0.1 0.1 -0.383
C -1.259362 -4.399484 -0.200186 0.0 0.2 -0.4 -0.431
C -0.272721 0.568251 -1.947813 0.0 0.1 0.2 -0.130
C 0.101474 0.915122 -0.647586 -0.1 -0.4 -0.1 -0.191
C 2.291445 6.809382 2.034165 0.2 -0.1 0.0 -0.610
C -0.068235 -1.773024 -1.418134 0.0 0.4 0.0 0.328
C -0.346737 -0.748623 -2.330679 0.0 -0.2 0.1 -0.261
C 0.283601 -1.430967 -0.113098 0.0 -0.4 0.0 -0.271
C -2.535983 -7.208954 -0.861256 0.0 0.1 -0.2 -0.609
C -2.514307 -5.998472 -1.787651 -0.1 0.1 0.2 -0.395
C 0.151676 2.351608 -0.305928 0.2 0.0 0.3 0.682
C 0.370668 -0.103193 0.260819 0.0 0.3 -0.2 -0.166
C -0.074729 4.620040 1.840212 0.6 -0.2 -0.2 0.789
C -2.510253 -4.663926 -1.040766 0.1 -0.1 -0.1 -0.398
C 2.453975 4.273108 1.877017 0.0 0.1 -0.1 -0.412
C -0.015423 -4.146803 -1.055671 -0.1 -0.4 0.5 -0.067
C 1.169520 4.106634 1.070224 -0.1 0.2 0.1 -0.169
H -0.624204 -1.023506 -3.335804 0.0 0.0 -0.1 0.229
H 3.395992 5.694373 0.560596 0.1 0.0 0.0 0.193
H 4.076393 5.630752 2.185625 0.0 0.0 -0.1 0.205
H 0.617174 0.120514 1.289139 0.0 0.0 0.1 0.205
H 0.491975 -2.189641 0.624616 0.0 -0.1 0.0 0.214
H -1.648006 -6.059622 -2.448227 0.0 0.0 -0.1 0.191
H 1.439600 2.014126 1.258314 0.0 0.0 -0.1 0.407
H -1.020169 4.377426 0.177848 0.2 0.1 0.4 0.517
H 2.207398 4.189997 2.938033 0.0 -0.1 0.0 0.235
H -0.499845 1.359472 -2.645549 0.0 0.1 -0.1 0.238
H 1.404025 6.895045 1.411889 -0.1 0.1 0.0 0.199
H -1.445543 -3.522194 0.423197 0.1 -0.1 0.1 0.212
H 0.151309 -4.985103 -1.735839 0.1 0.1 0.1 0.196
H -3.404748 -6.025491 -2.419733 0.1 0.0 -0.1 0.205
H -1.057068 -5.242659 0.460495 0.1 0.0 0.1 0.210
H -3.381143 -4.630333 -0.382166 -0.1 0.1 0.0 0.203
H 3.147786 3.470135 1.614931 0.0 0.0 0.0 0.203
H -1.615748 -7.285127 -0.287352 0.1 -0.1 0.1 0.196
H 2.863593 7.729285 1.938549 0.0 0.1 0.0 0.210
H -2.646066 -8.122867 -1.440348 0.0 -0.1 0.0 0.212
H -3.370731 -7.141628 -0.166825 -0.1 0.0 0.1 0.202
H 1.967816 6.704934 3.066210 -0.1 0.0 0.1 0.220
H 1.231145 4.664215 0.124252 0.0 -0.1 0.2 0.223
H 0.873700 -4.040916 -0.422005 0.0 0.0 -0.1 0.177
H -2.611814 -3.854055 -1.766562 -0.1 0.1 0.1 0.212
```
Forces are in eV/Å.

Results
E_HOMO: -8.94 eV
net charge: 0
maximum force: 0.66 eV/Å
structure (SMILES): CCCCCOc1ccc(C(=O)N[C@H](CCC)C(=O)O)cc1
energy: -1018.5464 a.u.

***

(5)
ORCA calculation (wB97M-V/def2-TZVPD) on 3 unconnected molecules or ions with the total composition C45H35F2N3O9P2 in a non-equilibrium geometry.

The geometry in XYZ format:
```
96
Properties=species:S:1:pos:R:3:forces:R:3:lowdin_charge:R:1
P -4.238651 -5.049965 -1.031723 -0.6 -1.7 -0.2 0.898
P 0.430504 -3.599995 -3.961093 2.5 0.6 -2.3 0.716
F -5.647910 -1.073584 2.798563 3.4 -3.9 -1.2 0.027
F -4.113443 -4.948834 3.402475 1.3 3.2 -4.1 0.010
O -6.714705 6.239732 -0.095150 0.1 -0.5 -0.4 0.095
O -3.619944 -1.990343 3.719823 -6.9 -0.4 -7.0 0.055
O -2.868574 -2.946652 -3.363725 2.4 0.3 8.1 -0.043
O -5.581581 -5.311829 0.036539 0.7 3.2 -1.0 -0.365
O -2.219638 -4.470215 1.981768 -9.6 2.2 1.9 0.058
O -3.071074 0.109359 0.856427 2.6 -7.7 -2.1 -0.005
O 7.865063 3.222686 4.952625 -0.5 -0.3 -0.5 0.100
O -6.032289 1.834117 -3.033377 -0.1 0.6 0.4 0.093
O 4.713330 1.026390 1.244367 0.3 0.2 0.4 0.076
N 1.723490 -3.345365 -4.955805 -1.1 -1.8 1.6 -0.369
N -4.992826 -5.053049 -2.687743 -0.7 2.5 2.1 -0.198
N -4.291999 -3.034657 1.606873 1.1 0.5 2.0 0.053
C 1.802062 -1.791695 -1.737687 -2.9 0.7 1.3 -0.080
C 4.552967 -4.671373 -0.613092 0.2 -0.7 0.7 -0.269
C 1.648679 -0.808421 -0.392945 -2.8 -1.3 -0.7 0.019
C -3.485757 -2.498030 0.456600 1.1 -1.5 -4.7 -0.090
C 2.991116 2.103490 4.908238 0.2 -0.1 -0.3 -0.056
C -7.117479 6.558341 -4.253542 0.1 -0.1 0.3 -0.060
C 0.232506 -0.505915 0.378779 0.0 -2.8 -4.1 0.032
C -5.459558 1.550415 1.106866 -0.2 0.1 -0.2 -0.074
C -3.392631 -3.353783 -0.796493 -0.9 3.7 2.2 -0.182
C 7.707572 2.257382 2.817477 0.5 -0.1 -0.4 -0.084
C -5.654263 1.595867 -0.274390 0.0 0.1 0.3 0.009
C -6.158679 2.851415 -2.361570 0.2 -1.2 -0.8 -0.278
C 3.596492 -4.248352 0.647780 0.5 0.1 -0.2 -0.145
C -7.013841 6.494520 -2.863264 0.0 0.0 -0.3 0.005
C 4.885438 1.920128 3.409519 -0.5 0.0 0.4 -0.085
C -6.530948 5.235345 -0.771659 -0.2 1.1 0.9 -0.280
C 5.180411 2.831050 5.630892 -0.3 0.0 0.1 0.010
C 7.147387 2.693586 4.112851 0.9 0.7 1.0 -0.277
C -6.572736 4.208561 -4.404472 -0.1 0.3 -0.2 0.005
C 5.441794 1.502395 2.107474 -0.8 -0.5 -0.9 -0.273
C -5.598405 2.709546 1.869763 -0.1 0.3 -0.3 -0.042
C -4.534366 -2.043415 2.713307 5.0 1.9 6.5 -0.153
C 4.538180 -2.005607 -1.361176 1.1 0.4 -0.1 -0.219
C -2.629157 -1.074012 0.438281 -0.3 3.9 1.0 -0.128
C -6.887858 5.418888 -5.024209 0.1 -0.3 0.3 -0.059
C 3.821766 2.640126 5.891558 0.4 0.0 -0.2 -0.054
C -6.680287 5.284749 -2.240445 -0.1 0.3 -0.6 -0.085
C 7.439185 1.206356 0.655054 0.3 0.0 -0.1 0.007
C 5.339286 -3.434556 -1.344166 0.0 -0.6 -1.0 -0.230
C 5.712671 2.475102 4.384760 -0.5 0.0 0.4 -0.084
C 0.435744 -2.494374 -2.401240 -1.1 3.0 4.3 -0.195
C 3.275017 -2.069924 -2.400027 -0.5 -1.1 -0.1 -0.190
C 3.519749 1.742817 3.667953 -0.1 0.1 0.3 0.005
C 8.803385 1.365465 0.406234 -0.3 0.0 0.2 -0.055
C -5.989966 2.806089 -0.895679 0.1 -0.4 0.5 -0.084
C -6.148652 3.961043 -0.131281 0.2 -0.3 0.5 -0.088
C -6.474869 4.139926 -3.009415 -0.1 0.4 -0.5 -0.086
C -3.482810 -4.160373 2.281720 7.1 -2.7 0.5 -0.182
C -5.947094 3.913706 1.254352 0.1 -0.3 0.2 0.008
C 6.889020 1.658829 1.860483 0.5 -0.1 -0.4 -0.084
C -1.114392 -1.230408 -0.257048 2.3 -0.8 -1.3 -0.008
C 9.073256 2.432084 2.558450 0.1 -0.1 -0.3 0.008
C -0.998032 -2.194550 -1.620848 1.8 1.1 1.4 -0.018
C 9.617557 1.986312 1.353165 -0.2 0.1 0.3 -0.055
C -2.458783 -2.858724 -2.098106 -0.5 0.6 -3.6 -0.208
H 3.444903 -1.399276 -3.372433 -0.6 -1.4 2.3 0.137
H -7.189026 7.389295 -2.268513 0.1 -0.3 0.0 0.121
H -7.372107 7.499504 -4.735931 0.0 -0.2 0.1 0.107
H 10.679028 2.118617 1.155429 -0.2 0.0 0.1 0.109
H -6.056624 4.813491 1.857673 0.0 -0.1 -0.3 0.121
H 0.372931 -4.995908 -3.572574 -0.6 1.0 0.2 0.007
H 9.230037 1.006633 -0.527784 -0.1 0.1 0.2 0.109
H 4.220787 -3.513769 1.347840 -1.5 -1.5 -1.4 0.089
H -5.437250 2.676162 2.945118 0.0 0.0 -0.2 0.111
H 5.468867 -3.755127 -2.487055 -0.1 0.7 2.4 0.117
H 2.621770 -0.312284 0.087289 -2.3 -1.2 -1.3 0.091
H 6.808734 0.725417 -0.091019 0.0 0.2 0.3 0.113
H 3.918830 -5.275291 -1.398354 1.2 1.2 1.5 0.102
H -6.956175 5.471626 -6.108521 0.0 0.0 0.2 0.107
H -5.226653 -4.023614 -2.824425 0.3 -1.6 -0.5 0.035
H 2.649630 -3.711337 0.216474 1.7 -0.9 1.1 0.060
H 2.253838 -4.260399 -5.065617 -0.8 1.5 0.3 -0.031
H 4.279121 -1.700913 -0.263489 0.2 -0.6 -2.2 0.082
H 3.411594 2.912359 6.861672 0.1 0.0 -0.2 0.109
H 0.164068 0.176255 1.338032 0.1 -1.6 -2.3 0.109
H 2.866087 1.319903 2.906867 0.3 0.1 0.1 0.113
H -5.539333 0.687919 -0.864140 0.0 0.3 0.0 0.118
H 3.244643 -3.191405 -2.808761 -0.1 2.6 0.8 0.093
H 5.293688 -1.174929 -1.763208 -1.6 -1.8 0.9 0.117
H 3.264202 -5.194404 1.294439 0.8 2.1 -1.6 0.089
H 5.375087 -5.414667 -0.172030 -1.7 1.5 -1.2 0.111
H 1.931338 1.961373 5.108461 0.2 0.0 -0.1 0.109
H -5.932115 -5.515096 -2.598517 1.2 0.3 0.1 0.041
H -6.399901 3.321911 -5.012237 0.0 0.1 0.3 0.121
H 5.821468 3.253587 6.402976 0.0 -0.1 -0.3 0.123
H 9.715929 2.910824 3.295212 -0.3 -0.1 -0.1 0.122
H -5.195043 0.610743 1.586934 -0.1 0.5 -0.3 0.063
H 6.435768 -3.379561 -0.913749 -2.3 0.3 -0.7 0.112
H -0.731586 -3.305617 -4.811578 0.5 -0.1 1.7 0.020
H -6.096962 -4.439843 0.125873 0.8 -1.9 -0.1 0.076
```
Forces are in eV/Å.

Results
E_HOMO: -8.52 eV
net charge: 0
maximum force: 9.99 eV/Å
structure (SMILES): CCCCCc1ccc2c(c1[PH2]=N)C(=O)C(P(N)O)=C(N(C(=O)F)C(=O)F)C2=O.O=C1c2ccccc2C(=O)c2ccccc21.O=C1c2ccccc2C(=O)c2ccccc21
energy: -3459.0178 a.u.

***

(6)
ORCA calculation (wB97M-V/def2-TZVPD) on a gas-phase ion, C9H22N2P (charge +1) in a non-equilibrium geometry.

The geometry in XYZ format:
```
34
Properties=species:S:1:pos:R:3:forces:R:3:nbo_charge:R:1
P 0.413701 -0.343864 -0.421949 1.0 2.5 -0.7 1.345
N 1.063086 0.469850 1.045430 -2.7 -4.2 0.8 -0.789
N 1.040399 -4.206534 -1.732997 -0.9 0.8 0.4 -0.838
C 1.585692 -1.722376 -1.108562 0.9 -1.9 0.5 -0.744
C 0.459093 0.009022 2.188903 1.1 0.1 -0.5 0.471
C 0.145518 1.087518 -1.716075 -0.3 0.7 1.0 -0.702
C -2.251669 2.394204 -2.121748 0.4 0.0 0.8 -0.631
C -0.424178 3.419164 -0.352021 -0.1 -0.3 0.9 -0.646
C -1.046647 2.058166 -1.057261 -0.4 0.0 0.3 -0.205
C -1.150568 -0.061350 2.491073 -0.1 -0.3 0.9 -0.760
C 1.479191 -0.481717 3.411756 -1.0 2.1 -0.4 -0.696
C 1.093780 -3.229671 -0.578026 -0.9 0.3 0.5 -0.209
H -1.540725 1.430264 -0.182108 0.8 1.3 -1.7 0.181
H -0.180508 3.169132 0.789362 -0.4 0.5 -2.5 0.221
H -0.889470 -0.936530 -0.222161 0.9 0.2 0.0 0.014
H -3.092923 2.952483 -1.516464 1.6 -1.2 -1.3 0.235
H 1.696528 -1.622817 3.268397 -0.4 2.3 0.3 0.264
H 0.927779 -0.217116 4.411515 1.2 -1.0 -1.8 0.242
H -1.810802 0.651565 1.836571 1.6 -1.5 1.0 0.252
H 0.016513 -3.069935 -0.122840 2.0 -0.4 -0.5 0.155
H 0.346333 -3.851021 -2.436372 0.9 -0.5 0.9 0.357
H -2.670910 1.381572 -2.545858 0.8 2.1 0.6 0.219
H 1.811586 -3.641907 0.255567 -1.4 0.9 -1.7 0.225
H 1.566802 -1.799470 -2.289006 0.0 0.7 2.4 0.291
H -1.586204 -1.171344 2.457015 1.1 2.3 -0.1 0.269
H 1.125809 1.728797 -1.667828 -1.7 -1.5 -0.5 0.274
H -0.130393 0.689052 -2.782747 0.7 0.7 2.1 0.273
H 0.576356 3.793139 -0.853490 -2.2 -0.7 0.9 0.228
H -1.872277 3.119825 -2.957728 -0.7 -1.6 1.5 0.234
H 2.701415 -1.618397 -0.705510 -2.5 0.4 -1.1 0.298
H 2.445374 0.201493 3.348195 -1.9 -1.8 0.0 0.268
H -1.314266 0.286807 3.621132 0.6 -0.8 -2.5 0.275
H 0.696006 -5.153546 -1.442251 0.5 1.3 -0.1 0.386
H -1.229424 4.285540 -0.311913 1.7 -1.8 -0.3 0.242
```
Forces are in eV/Å.

Results
E_HOMO: -12.80 eV
net charge: +1
maximum force: 5.04 eV/Å
structure (SMILES): CC(C)=[N+]=[P@H](CCN)CC(C)C
energy: -806.5511 a.u.